1.
The following is a quantum chemistry calculation of C24H15CaN7SSe as an isolated structure in a non-equilibrium geometry, from the Open Molecules 2025 dataset.

CARTESIAN COORDINATES (ANGSTROEM)
Ca: 0.0002 -2.2376 -1.7943
Se: -0.0015 4.9446 -2.2540
N: 1.3562 3.9324 -2.0161
C: 1.0542 2.5740 -1.8522
C: 1.9517 1.4077 -1.7464
C: 3.2953 1.3090 -1.5603
C: 3.8961 0.0556 -1.7572
C: 3.1185 -1.0365 -2.1356
N: 1.8128 -0.9999 -2.3253
C: 1.1157 0.1989 -2.0674
C: -1.1164 0.1983 -2.0673
N: -1.8130 -1.0008 -2.3253
C: -3.1185 -1.0381 -2.1357
C: -3.8968 0.0537 -1.7571
C: -3.2963 1.3073 -1.5602
C: -1.9532 1.4067 -1.7463
C: -1.0561 2.5735 -1.8521
N: -1.3587 3.9318 -2.0159
H: 3.8916 2.1877 -1.3592
H: 4.9656 -0.0477 -1.6937
H: 3.5921 -1.9956 -2.3167
H: -3.5918 -1.9973 -2.3168
H: -4.9662 -0.0501 -1.6937
H: -3.8933 2.1858 -1.3591
N: 0.0000 -0.6328 2.5464
C: 0.0007 -1.5991 3.5747
C: 0.0013 -1.1955 4.9015
C: 0.0021 -2.1321 5.9292
C: 0.0022 -3.4858 5.6393
C: 0.0016 -3.9086 4.3159
C: 0.0009 -2.9693 3.2978
S: 0.0002 -3.5112 1.6015
N: 0.0001 -2.1052 0.7149
C: -0.0001 -0.8974 1.2154
C: -0.0003 0.1993 0.2364
C: -0.0006 1.5445 0.4553
C: -0.0008 2.5351 -0.5961
C: -0.0009 2.1508 -2.8974
C: -0.0005 0.6542 -3.0470
N: -0.0003 -0.1868 -1.1001
H: -0.0002 0.3270 2.8619
H: 0.0013 -0.1448 5.1431
H: 0.0026 -1.8008 6.9574
H: 0.0027 -4.2141 6.4346
H: 0.0016 -4.9630 4.0805
H: -0.0009 1.9655 1.4499
H: -0.0010 3.5164 -0.1126
H: -0.0011 2.7202 -3.8279
H: -0.0005 0.2719 -4.0677

Its net charge is +2. Its energy above the lowest of the compared OMol25 structures with the same formula, charge and spin is 941.7 kJ/mol. The calculation puts the HOMO-LUMO gap at 0.1394 Eh. Its spin multiplicity is 1. The LUMO energy is -8.859 eV. The energy is -4783.3813 Eh.

Löwdin population analysis, charges in e, atoms 1 to 4: 1.558 1.359 -0.219 -0.412

***

2.
The following is a quantum chemistry calculation of C3H12P4 as an isolated structure in a non-equilibrium geometry, from the Open Molecules 2025 dataset.

CARTESIAN COORDINATES (ANGSTROEM)
C: 1.6093 -0.1143 -1.7979
C: -2.3074 0.2091 1.1772
C: 0.8037 -0.2854 -0.5023
P: 0.1364 1.9481 -0.2417
P: 1.8578 -0.9557 0.9000
P: -2.1303 -0.1720 -0.5889
P: -0.5170 -1.5962 -0.7063
H: 1.8944 -1.0891 -2.2324
H: 0.8930 0.1563 -2.5288
H: 2.5344 0.4978 -1.5866
H: -3.1080 0.9311 1.2908
H: -1.2811 0.6519 1.3917
H: -2.2823 -0.6945 1.9702
H: 0.4103 1.8587 1.0935
H: 1.4921 1.9529 -0.3310
H: 1.0915 -0.3260 1.9473
H: 2.8077 0.1128 0.9865
H: -3.2041 -1.0569 -0.8417
H: -0.7004 -2.0286 0.6005

Its net charge is 0. Its energy above the lowest of the compared OMol25 structures with the same formula, charge and spin is 112.5 kJ/mol. The calculation puts the HOMO-LUMO gap at 0.3201 Eh. Its spin multiplicity is 1. The LUMO energy is 0.089 eV. The energy is -1486.7711 Eh.

Löwdin population analysis, charges in e, atoms 1 to 4: -0.304 -0.472 -1.121 0.760

***

| no. | HOMO level (eV) |
| --- | --- |
| 1 | -12.65 |
| 2 | -8.62 |